i:
Molecular formula: H4NPSi
Method: DFT, ωB97M-V/def2-TZVPD

Structure (XYZ):
```
7
Properties=species:S:1:pos:R:3
N 0.951 0.185 0.536
Si -0.573 -0.168 -0.043
P 2.489 0.013 -0.499
H -0.428 -1.625 0.235
H -1.319 0.920 0.740
H -0.971 -0.140 -1.532
H 3.017 0.384 0.803
```

As for the frontier orbital gap (spin up / spin down): 8.084 / 8.096 eV.

Mulliken population analysis, charges in e, atoms 1 to 6: -0.238, 0.218, 0.134, -0.057, -0.064, -0.094

=====

ii:
Molecular formula: H4NPSi
Method: DFT, ωB97M-V/def2-TZVPD

Structure (XYZ):
```
7
Properties=species:S:1:pos:R:3
N -0.182 -1.276 0.331
Si 1.032 -0.688 -0.552
P -1.374 2.295 0.627
H -2.316 1.323 0.792
H 1.785 -1.536 -1.591
H 1.789 0.597 -0.682
H -0.735 -0.715 1.075
```

As for the frontier orbital gap (spin up / spin down): 7.306 / 7.293 eV.

Mulliken population analysis, charges in e, atoms 1 to 6: -0.474, 0.380, -0.013, 0.021, -0.061, -0.062

=====

It is i that is the most stable of them.

=====

i:
Molecular formula: C5H10F2O
Method: DFT, ωB97M-V/def2-TZVPD

Structure (XYZ):
```
18
Properties=species:S:1:pos:R:3
C 0.567 0.981 1.256
C 0.730 0.783 -1.163
C -0.931 -1.716 0.162
C -0.218 0.896 0.009
C -1.267 -0.283 -0.102
O -1.926 -0.227 -1.291
F -0.954 2.013 -0.107
F -2.267 0.172 0.904
H 1.440 1.619 1.252
H 0.896 0.055 1.374
H 0.092 1.328 2.173
H 0.145 0.519 -2.006
H 1.416 0.043 -0.962
H 1.270 1.696 -1.312
H -0.780 -2.102 -0.805
H -1.793 -2.206 0.535
H -0.100 -1.882 0.883
H -2.132 0.644 -1.430
```

As for the frontier orbital gap: 11.923 eV.

Mulliken population analysis, charges in e, atoms 1 to 6: -1.782, -1.664, -1.461, 1.300, 0.939, -0.555

=====

ii:
Molecular formula: C5H10F2O
Method: DFT, ωB97M-V/def2-TZVPD

Structure (XYZ):
```
18
Properties=species:S:1:pos:R:3
C 1.729 -0.555 -1.764
C 0.503 -0.672 1.629
C -0.582 1.674 -0.067
C 0.060 -0.710 0.269
C -0.989 0.301 -0.234
O -2.131 0.130 0.576
F -0.419 -1.950 -0.110
F -1.342 0.024 -1.505
H 0.756 -0.506 -2.328
H 2.023 -1.591 -1.779
H 2.270 0.361 -1.257
H -0.198 -0.632 2.455
H 1.074 0.299 1.924
H 1.099 -1.568 1.896
H -1.451 2.198 0.069
H 0.121 2.050 -0.935
H 0.046 1.756 0.839
H -2.569 -0.610 0.323
```

As for the frontier orbital gap (spin up / spin down): 8.991 / 8.829 eV.

Mulliken population analysis, charges in e, atoms 1 to 6: -0.820, -1.352, -1.332, 0.356, 1.189, -0.537

=====

It is i that is the most stable of them.

=====

i:
Molecular formula: C32H37ClFN5O6S2Sb2Ti
Method: DFT, ωB97M-V/def2-TZVPD

Structure (XYZ):
```
87
Properties=species:S:1:pos:R:3
Ti 0.991 -0.042 0.898
S 0.153 -0.514 4.190
C -1.120 -0.434 3.089
N -1.014 -0.399 1.766
C -2.248 -0.451 1.127
C -2.441 -0.563 -0.249
C -3.733 -0.645 -0.740
C -4.832 -0.615 0.119
C -4.650 -0.520 1.489
C -3.355 -0.452 1.984
S -2.797 -0.436 3.630
H -1.584 -0.623 -0.910
H -3.891 -0.747 -1.807
H -5.832 -0.693 -0.285
H -5.499 -0.531 2.160
C -0.212 3.934 0.483
Sb -0.081 2.170 -0.740
C -1.987 2.438 -1.649
C 1.186 3.099 -2.263
C 0.516 3.367 -3.575
C -0.191 4.560 -3.734
C -0.869 4.857 -4.903
C -0.841 3.951 -5.954
C -0.126 2.774 -5.818
C 0.563 2.460 -4.645
C 1.301 1.163 -4.560
Sb 0.084 -0.389 -3.630
C 1.554 -1.927 -3.862
C -0.971 -0.828 -5.448
H 0.789 4.250 0.777
H -0.800 3.711 1.374
H -0.695 4.741 -0.069
H -2.025 3.411 -2.135
H -2.741 2.374 -0.865
H -2.174 1.654 -2.380
H 2.075 2.481 -2.366
H 1.495 4.039 -1.803
H -0.204 5.269 -2.913
H -1.410 5.790 -4.996
H -1.362 4.165 -6.878
H -0.085 2.075 -6.646
H 2.230 1.249 -3.997
H 1.554 0.793 -5.555
H 1.999 -1.869 -4.856
H 1.085 -2.899 -3.720
H 2.333 -1.813 -3.107
H -0.262 -1.015 -6.256
H -1.611 0.013 -5.711
H -1.594 -1.711 -5.307
Cl 4.975 0.098 -3.386
C 4.689 0.013 -1.684
C 5.736 -0.134 -0.790
C 5.434 -0.202 0.560
C 4.112 -0.120 0.960
N 3.111 0.033 0.091
C 3.393 0.094 -1.208
H 6.755 -0.197 -1.148
H 6.215 -0.326 1.296
H 3.831 -0.191 2.003
H 2.556 0.199 -1.888
F -3.645 -3.596 1.742
C -2.824 -3.845 0.721
C -1.500 -3.829 0.874
N -0.635 -4.095 -0.172
C 0.795 -3.953 0.064
C 1.100 -2.491 0.342
O 1.659 -2.143 1.402
O 0.693 -1.643 -0.515
C -1.094 -4.342 -1.446
O -0.370 -4.551 -2.399
N -2.471 -4.345 -1.559
C -3.432 -4.106 -0.578
O -4.613 -4.124 -0.828
H -1.043 -3.593 1.828
H 1.313 -4.269 -0.839
H 1.103 -4.570 0.907
H -2.823 -4.539 -2.486
N 1.095 4.067 4.641
C 0.721 2.827 3.965
C 1.701 2.529 2.852
O 2.738 3.338 2.777
O 1.557 1.607 2.077
H 1.121 3.955 5.645
H 0.460 4.824 4.428
H 2.591 3.989 3.509
H -0.282 2.838 3.534
H 0.735 1.961 4.630
```

As for the spin multiplicity: 3. As for the frontier orbital gap (spin up / spin down): 6.343 / 7.088 eV.

Mulliken population analysis, charges in e, atoms 1 to 6: 0.550, -0.457, 0.274, 1.025, -1.347, 0.596

=====

ii:
Molecular formula: C32H37ClFN5O6S2Sb2Ti
Method: DFT, ωB97M-V/def2-TZVPD

Structure (XYZ):
```
87
Properties=species:S:1:pos:R:3
Ti -1.357 0.054 0.019
S -1.297 1.525 2.298
C -2.760 0.651 2.362
N -3.053 -0.227 1.434
C -4.312 -0.774 1.591
C -4.891 -1.727 0.756
C -6.169 -2.169 1.045
C -6.865 -1.684 2.155
C -6.292 -0.748 2.998
C -5.012 -0.294 2.706
S -4.030 0.873 3.550
H -4.320 -2.117 -0.076
H -6.635 -2.910 0.408
H -7.863 -2.048 2.363
H -6.830 -0.378 3.862
C 4.693 -1.993 0.268
Sb 2.909 -1.076 -0.518
C 2.567 -0.016 1.309
C 4.002 0.481 -1.623
C 4.263 1.744 -0.874
C 5.364 1.807 -0.017
C 5.653 2.938 0.726
C 4.845 4.058 0.606
C 3.766 4.024 -0.261
C 3.448 2.883 -1.000
C 2.275 2.939 -1.929
Sb 0.343 2.460 -1.069
C -0.737 3.171 -2.782
C 0.199 4.237 0.108
H 5.057 -2.777 -0.394
H 4.463 -2.430 1.239
H 5.469 -1.241 0.406
H 3.462 0.539 1.591
H 2.339 -0.768 2.064
H 1.714 0.657 1.251
H 3.460 0.653 -2.551
H 4.945 -0.006 -1.879
H 6.011 0.940 0.061
H 6.512 2.947 1.385
H 5.062 4.957 1.168
H 3.152 4.909 -0.382
H 2.398 2.300 -2.802
H 2.131 3.960 -2.287
H -0.183 3.979 -3.260
H -1.713 3.544 -2.473
H -0.881 2.363 -3.498
H 0.115 5.113 -0.535
H 1.095 4.324 0.723
H -0.663 4.173 0.770
Cl -5.381 0.638 -4.076
C -4.674 1.347 -2.667
C -5.241 2.458 -2.069
C -4.622 2.970 -0.940
C -3.478 2.360 -0.459
N -2.936 1.285 -1.044
C -3.528 0.788 -2.131
H -6.139 2.901 -2.475
H -5.026 3.833 -0.430
H -2.974 2.717 0.433
H -3.080 -0.089 -2.581
F 1.707 -1.862 5.345
C 1.757 -2.666 4.278
C 0.701 -2.821 3.476
N 0.732 -3.650 2.375
C -0.439 -3.755 1.521
C -0.839 -2.435 0.878
O -1.777 -2.452 0.057
O -0.211 -1.391 1.206
C 1.881 -4.316 2.005
O 1.983 -4.987 0.998
N 2.944 -4.140 2.872
C 3.018 -3.343 4.014
O 4.031 -3.263 4.667
H -0.222 -2.287 3.649
H -1.289 -4.144 2.085
H -0.204 -4.468 0.735
H 3.792 -4.622 2.610
N 1.083 -2.476 -4.287
C -0.095 -2.323 -3.441
C -0.072 -0.952 -2.803
O -0.718 -0.688 -1.814
O 0.712 -0.062 -3.385
H 0.913 -3.096 -5.067
H 1.863 -2.849 -3.758
H 1.181 -0.562 -4.095
H -0.208 -3.055 -2.639
H -0.996 -2.368 -4.057
```

As for the spin multiplicity: 3. As for the frontier orbital gap (spin up / spin down): 6.242 / 7.494 eV.

Mulliken population analysis, charges in e, atoms 1 to 6: 0.989, -0.455, 0.323, 0.698, -0.907, -0.310

=====

It is i that is the most stable of them.

=====

i:
Molecular formula: C5H12N
Method: DFT, ωB97M-V/def2-TZVPD

Structure (XYZ):
```
18
Properties=species:S:1:pos:R:3
C -1.456 -1.210 0.350
C -1.087 0.196 0.778
C 0.297 0.670 0.359
C 0.580 1.153 -0.843
C 1.755 2.045 -1.155
N -0.283 -2.165 0.533
H -2.263 -1.717 0.869
H -1.670 -1.311 -0.714
H -1.852 0.879 0.413
H -1.094 0.213 1.868
H 0.981 0.789 1.195
H -0.116 1.000 -1.665
H 2.573 1.787 -0.490
H 1.989 1.937 -2.213
H 1.483 3.092 -1.019
H -0.153 -2.413 1.544
H -0.255 -3.153 0.120
H 0.572 -1.793 0.071
```

As for the spin multiplicity: 2. As for the frontier orbital gap (spin up / spin down): 4.648 / 10.589 eV.

Mulliken population analysis, charges in e, atoms 1 to 6: -1.341, -0.258, -0.638, 0.088, -1.165, -2.228

=====

ii:
Molecular formula: C5H12N
Method: DFT, ωB97M-V/def2-TZVPD

Structure (XYZ):
```
18
Properties=species:S:1:pos:R:3
C -1.505 -0.575 0.777
C -0.522 -0.330 -0.358
C 0.937 -0.128 0.044
C 1.088 1.087 0.845
C 1.693 2.235 0.505
N -0.634 -1.423 -1.376
H -1.318 -1.519 1.285
H -2.540 -0.495 0.424
H -1.596 0.206 1.540
H -0.824 0.578 -0.878
H 1.329 -1.019 0.554
H 1.592 -0.074 -0.833
H 0.601 1.271 1.801
H 1.758 3.051 1.211
H 1.972 2.422 -0.530
H -0.104 -1.178 -2.236
H -0.297 -2.408 -1.152
H -1.630 -1.702 -1.622
```

As for the spin multiplicity: 2. As for the frontier orbital gap (spin up / spin down): 2.343 / 10.404 eV.

Mulliken population analysis, charges in e, atoms 1 to 6: -1.580, -0.284, -0.702, -0.153, -0.792, -0.386

=====

iii:
Molecular formula: C5H12N
Method: DFT, ωB97M-V/def2-TZVPD

Structure (XYZ):
```
18
Properties=species:S:1:pos:R:3
C 0.414 0.694 -1.937
C -0.262 1.401 -0.761
C -0.975 0.393 0.166
C -0.142 -0.701 0.726
C -0.182 -2.057 0.450
N 0.802 -0.303 1.770
H 0.954 1.384 -2.562
H -0.351 0.236 -2.538
H 1.087 -0.086 -1.578
H -1.049 2.042 -1.157
H 0.423 2.000 -0.173
H -1.450 0.941 1.004
H -1.802 -0.075 -0.366
H 0.367 -2.791 1.040
H -0.936 -2.396 -0.253
H 1.639 -0.843 1.638
H 0.453 -0.518 2.781
H 1.012 0.679 1.749
```

As for the spin multiplicity: 2. As for the frontier orbital gap (spin up / spin down): 4.620 / 9.766 eV.

Mulliken population analysis, charges in e, atoms 1 to 6: -1.132, -0.327, -0.930, -0.415, -1.015, -0.773

=====

It is iii that is the most stable of them.

=====

i:
Molecular formula: C2H2N3O
Method: DFT, ωB97M-V/def2-TZVPD

Structure (XYZ):
```
8
Properties=species:S:1:pos:R:3
C -0.522 -1.173 0.150
C -0.159 1.500 -0.104
N 0.895 -1.202 -0.076
N 1.814 -0.587 -0.137
N -1.050 -0.070 0.144
O 0.965 1.509 0.135
H -0.989 -2.137 0.313
H -0.954 2.160 -0.425
```

As for the total charge: +1. As for the frontier orbital gap: 9.572 eV.

Mulliken population analysis, charges in e, atoms 1 to 6: 0.064, 0.328, 0.371, 0.036, -0.307, -0.263

=====

ii:
Molecular formula: C2H2N3O
Method: DFT, ωB97M-V/def2-TZVPD

Structure (XYZ):
```
8
Properties=species:S:1:pos:R:3
C -0.684 -0.342 -0.008
C -2.026 -0.377 -0.032
N -0.064 0.865 0.002
N 1.131 0.834 -0.158
N 2.108 0.314 0.302
O -3.155 -0.420 0.008
H -0.406 -1.393 -0.158
H 3.095 0.520 0.044
```

As for the total charge: +1. As for the frontier orbital gap (spin up / spin down): 7.661 / 7.661 eV.

Mulliken population analysis, charges in e, atoms 1 to 6: -0.185, 0.610, -0.078, 0.412, -0.371, -0.083

=====

It is i that is the most stable of them.